# C18H28IrN9O4S2

A structure of composition C18H28IrN9O4S2 (wB97M-V/def2-TZVPD, OMol25).

Multiplicity: 6
Energy relative to the best compared isomer or geometry (same formula, charge and spin), kJ/mol: 39.2
Expectation value of S²: 8.798
HOMO (alpha / beta), eV: -16.006 / -16.891
Charge: +3

Atoms and positions in Å:
Ir1 -0.2000 -0.6807 0.8247
N1 1.8388 5.6199 -4.7464
C1 1.4524 4.5221 -4.1264
C2 0.0908 4.0845 -4.2286
C3 -0.2870 2.9222 -3.6271
C4 0.6652 2.1747 -2.9045
C5 2.0020 2.5966 -2.7728
C6 2.4004 3.7582 -3.3653
S1 0.1966 0.5550 -2.3029
O1 1.4215 -0.1773 -2.1503
O2 -0.8341 0.1049 -3.1769
N2 -0.3542 0.7676 -0.7761
C7 -1.6617 1.2234 -0.5646
N3 -2.1678 0.6301 0.5173
C8 -3.4116 0.9526 0.8874
C9 -4.1330 1.8766 0.1665
C10 -3.5069 2.4383 -0.9405
N4 -2.2634 2.1220 -1.3148
H1 1.1943 6.1697 -5.3010
H2 2.7975 5.9427 -4.7071
H3 -0.6165 4.6712 -4.8016
H4 -1.2980 2.5528 -3.7094
H5 2.7054 1.9883 -2.2229
H6 3.4239 4.1028 -3.2881
H7 -3.8223 0.4430 1.7501
H8 -5.1405 2.1462 0.4447
H9 -4.0198 3.1693 -1.5535
N5 2.1238 0.3449 4.2765
C11 1.5436 -0.4291 3.3661
N6 1.7727 -1.7426 3.3621
O3 0.7503 0.1224 2.5240
H10 2.7971 -0.0068 4.9379
H11 1.9767 1.3405 4.2319
H12 2.4179 -2.1726 4.0050
H13 1.3628 -2.3256 2.6467
S2 -1.5869 -2.4141 1.7594
C12 -2.2842 -1.8317 3.2347
N7 -2.1811 -0.6235 3.7714
C13 -2.9367 -0.5101 5.0352
C14 -3.5288 -1.9294 5.1960
N8 -3.0298 -2.6139 3.9900
H14 -1.6577 0.1257 3.3496
H15 -3.7052 0.2548 4.9517
H16 -2.2699 -0.2482 5.8531
H17 -4.6159 -1.9307 5.2078
H18 -3.1689 -2.4328 6.0898
H19 -3.2401 -3.5722 3.7580
C15 0.5836 -3.7738 -2.1882
N9 1.8578 -3.1923 -1.7419
C16 3.0056 -3.3866 -2.6426
C17 1.9470 -2.4448 -0.6813
C18 3.2535 -1.8317 -0.2905
O4 0.9161 -2.3054 0.0949
H20 0.7084 -4.8470 -2.3165
H21 0.3102 -3.3299 -3.1444
H22 -0.1928 -3.5843 -1.4588
H23 2.7159 -4.0998 -3.4075
H24 3.8607 -3.7855 -2.1024
H25 3.2755 -2.4487 -3.1254
H26 3.9061 -2.5979 0.1343
H27 3.0827 -1.0624 0.4589
H28 3.7579 -1.3918 -1.1458